[1]
This record from the OMol25 dataset describes C22H20Cl2MgN10O4Se2 as an isolated structure at a distorted geometry. The level of theory is the ωB97M-V functional and the def2-TZVPD basis.

Results
LUMO level = 3.9818 eV
charge = -2
frontier orbital gap = 6.74 eV

Last column: Löwdin charge in e.
Positions of all 61 atoms, in Å:
C  -8.980  -9.381  0.860  -0.6611
C  -14.364  -13.754  5.555  -0.4439
N  -13.704  -14.932  3.899  -0.0641
N  -13.558  -13.704  4.507  -0.0025
H  -14.707  -12.084  1.829  0.0107
H  -9.590  -10.663  5.888  0.1189
C  -10.964  -10.770  0.444  -0.5833
O  -10.570  -13.797  3.882  -0.0579
H  -13.967  -15.333  -0.155  0.0443
C  -9.355  -10.398  4.856  -0.1199
Mg  -11.933  -12.263  4.265  0.5912
C  -8.165  -9.132  3.220  -0.0415
Se  -17.747  -14.264  2.225  0.8217
Cl  -7.540  -8.719  0.171  0.6323
C  -8.224  -17.132  5.220  -0.0330
N  -14.523  -12.661  6.404  0.1445
C  -10.329  -13.904  5.135  -0.5334
H  -9.499  -14.436  7.593  0.1044
C  -9.110  -15.141  6.911  -0.0402
Cl  -11.926  -11.686  -0.691  0.6478
C  -10.162  -10.355  2.693  -0.0838
Se  -15.433  -13.158  -0.158  0.7730
H  -7.316  -8.500  2.881  0.0950
C  -9.924  -9.910  -0.002  -0.1351
N  -14.981  -14.947  5.615  -0.0070
H  -7.935  -17.846  4.434  0.1168
H  -18.575  -15.391  4.150  -0.0062
C  -9.485  -15.065  5.577  -0.0684
C  -11.229  -10.925  1.814  -0.3680
N  -14.564  -15.633  4.546  -0.0980
H  -15.044  -15.096  1.401  -0.0378
C  -9.111  -16.116  4.782  -0.2234
C  -18.039  -14.442  4.187  -0.3939
C  -16.256  -13.121  2.766  -0.5658
O  -9.564  -16.230  3.460  0.0330
H  -15.113  -12.821  7.162  0.1080
C  -14.085  -11.404  6.268  -0.5357
H  -8.135  -16.196  8.502  0.1026
N  -14.643  -10.362  6.913  -0.0032
H  -10.097  -15.420  3.293  0.0767
C  -8.352  -16.161  7.408  -0.1173
H  -17.053  -14.666  4.575  -0.0236
H  -15.534  -13.776  3.218  -0.0051
H  -9.859  -9.679  -1.099  0.1099
N  -12.919  -9.706  5.768  -0.0887
C  -7.947  -17.210  6.557  -0.1142
H  -7.547  -9.244  5.198  0.0732
N  -13.841  -9.299  6.563  -0.1300
H  -13.521  -14.263  1.093  0.0130
C  -9.023  -9.577  2.241  -0.2109
C  -15.715  -12.280  1.602  -0.5243
H  -7.259  -17.985  7.006  0.1078
O  -12.167  -11.632  2.334  -0.1123
O  -10.790  -13.061  5.981  -0.0402
H  -16.318  -11.436  1.277  0.0470
C  -8.355  -9.455  4.574  -0.0303
H  -18.547  -13.611  4.584  0.0005
C  -14.446  -14.658  0.636  -0.4290
N  -13.068  -11.072  5.522  -0.0082
H  -16.728  -12.526  3.600  0.0811
N  -10.210  -10.791  3.959  0.0877

Cartesian forces (eV/Å) of the 2 atoms listed first:
C -0.436 -0.296 -1.174
C 0.425 -0.153 -0.710



[2]
This record from the OMol25 dataset describes C22H20ClIO4ReSe2 as an isolated structure at a distorted geometry. The level of theory is the ωB97M-V functional and the def2-TZVPD basis.

Results
LUMO level (alpha / beta) = -1.2473 / -1.0837 eV
multiplicity = 2
charge = 0
frontier orbital gap (alpha / beta) = 6.14 / 6.63 eV

Last column: Löwdin charge in e.
Positions of all 51 atoms, in Å:
H  2.119  5.044  -3.244  0.1108
H  -0.716  1.893  -2.805  0.0559
H  -3.849  -3.782  -2.249  0.1284
H  -1.652  -0.307  -3.609  0.0168
H  -3.664  -3.567  -0.494  0.1328
H  0.901  0.329  6.552  0.1067
H  -3.196  -1.939  -3.818  0.1364
C  2.609  3.568  -1.766  -0.1692
H  -2.697  -1.485  0.421  0.0674
C  1.571  -1.601  5.911  -0.6672
C  0.957  -0.369  5.732  -0.0900
H  5.436  4.236  0.013  0.1052
H  0.052  3.900  -3.969  0.1059
C  0.990  1.700  -1.538  -0.3067
O  0.267  0.648  1.729  -0.1695
H  -0.019  0.915  4.312  0.1254
Se  -2.075  0.747  -0.533  0.8002
H  -5.854  -3.190  -1.332  0.0991
O  -2.525  -0.064  -3.263  -0.1649
C  1.805  4.118  -2.784  -0.0359
C  0.133  -0.557  2.072  -0.7149
H  -1.512  -3.410  -2.495  0.0650
H  -1.242  -3.026  -0.782  0.0609
C  -2.868  -1.930  -1.681  -0.5560
H  2.114  -3.482  5.047  0.1065
C  -3.265  -1.219  -2.992  -0.2344
C  0.445  -0.043  4.491  -0.0015
O  -5.197  -2.489  -1.370  -0.0562
H  -4.074  -0.719  -0.410  0.0672
C  2.244  2.306  -1.202  -0.2416
Se  0.107  -1.513  -2.261  0.6336
O  -0.230  -1.419  1.237  -0.1391
C  3.764  4.245  -1.316  -0.0308
C  -1.496  -2.604  -1.756  -0.4576
C  3.198  1.751  -0.321  -0.5359
H  1.133  -2.910  2.829  0.1223
C  4.574  3.703  -0.358  -0.0818
H  3.995  5.212  -1.738  0.1130
H  5.007  1.944  0.801  0.0916
C  0.657  3.487  -3.175  -0.0710
H  -4.301  -0.891  -2.884  0.1304
C  4.314  2.410  0.117  -0.1548
C  1.634  -2.530  4.882  -0.0920
I  2.973  -0.299  0.270  1.1450
C  0.238  2.322  -2.522  -0.1412
C  -3.908  -3.052  -1.434  -0.2227
C  0.518  -0.959  3.449  -0.1406
C  -3.017  -0.980  -0.495  -0.4621
Re  0.243  0.051  -0.370  0.7415
C  1.095  -2.208  3.651  -0.0107
Cl  2.260  -1.986  7.448  0.6806

Cartesian forces (eV/Å) of the 2 atoms listed first:
H 0.002 0.102 -0.044
H 0.002 -0.001 0.032



[3]
This record from the OMol25 dataset describes C22H20F12N3O2Ti as an isolated structure. The level of theory is the ωB97M-V functional and the def2-TZVPD basis.

Results
LUMO level (alpha / beta) = -0.0542 / -0.0570 eV
multiplicity = 2
charge = 0
frontier orbital gap (alpha / beta) = 6.54 / 7.05 eV

Last column: Löwdin charge in e.
Positions of all 60 atoms, in Å:
F  0.239  -2.142  3.716  0.1392
H  -1.617  -2.329  1.647  0.1158
H  0.197  -2.547  0.265  0.0992
F  -1.850  1.414  -3.060  0.1738
F  0.874  4.279  -1.913  0.1820
H  -2.519  0.093  1.456  0.1043
Ti  -0.237  0.113  0.005  1.0713
F  3.136  0.824  3.418  0.1600
H  4.328  -3.830  -0.105  0.1122
C  2.526  2.256  -3.125  0.0022
F  1.677  -0.968  4.852  0.1508
C  4.321  -4.270  2.606  -0.0495
C  4.655  2.849  -4.328  -0.0535
H  4.334  2.547  -5.327  0.0783
N  -2.492  -0.100  0.457  -0.0186
O  0.010  -0.035  1.895  -0.2144
C  1.938  1.049  2.852  -0.5476
H  4.985  -4.852  1.969  0.0726
O  -0.242  1.819  -0.764  -0.1825
C  0.719  -0.894  3.913  -0.5531
H  3.606  -4.959  3.061  0.0807
H  5.606  1.192  -2.348  0.1119
N  1.708  -0.105  -0.370  -0.0621
H  -3.077  0.586  -0.005  0.1080
F  -0.598  -0.206  -2.357  0.0737
F  -1.224  3.825  -2.003  0.1658
F  -0.025  3.615  -3.778  0.1416
C  3.103  -2.086  -0.251  -0.0369
H  4.508  3.928  -4.250  0.0793
H  4.919  -3.843  3.412  0.0819
H  3.205  -2.020  -1.327  0.1214
C  1.767  1.599  -2.157  -0.0532
C  0.275  1.964  -2.040  -0.3110
C  -0.572  1.043  -2.963  -0.5156
C  2.818  -2.260  2.457  0.0155
C  1.198  -0.288  2.556  -0.3014
H  2.032  2.935  -3.807  0.1192
C  -2.947  -1.476  0.188  -0.2220
C  3.736  -3.102  0.439  -0.0366
F  -0.282  -0.187  4.436  0.1641
H  -2.170  -3.474  0.418  0.1218
C  2.146  -1.236  1.788  -0.0560
C  -0.022  3.444  -2.438  -0.5565
F  2.145  1.740  1.731  0.1787
H  4.343  -0.022  -0.681  0.1081
H  -3.140  -1.556  -0.884  0.1216
C  3.806  0.592  -1.388  -0.0189
N  -0.619  -2.113  -0.162  -0.0110
C  -1.849  -2.445  0.587  -0.2130
F  -0.102  0.854  -4.185  0.1964
F  1.239  1.833  3.684  0.1666
H  -0.667  -2.451  -1.119  0.1099
C  3.623  -3.192  1.819  -0.2662
C  2.404  0.657  -1.299  -0.1959
C  4.526  1.289  -2.334  -0.0376
H  -3.873  -1.724  0.711  0.1198
C  3.895  2.111  -3.258  -0.2735
C  2.342  -1.102  0.393  -0.2500
H  2.721  -2.349  3.529  0.1177
H  5.724  2.653  -4.251  0.0709

Cartesian forces (eV/Å) of the 2 atoms listed first:
F 0.038 0.036 0.007
H -0.018 -0.002 0.006



[4]
This record from the OMol25 dataset describes C22H20F2FeN12O2 as an isolated structure at a distorted geometry. The level of theory is the ωB97M-V functional and the def2-TZVPD basis.

Results
LUMO level (alpha / beta) = 4.3839 / 4.3832 eV
multiplicity = 5
charge = -2
frontier orbital gap (alpha / beta) = 5.94 / 6.00 eV

Last column: Löwdin charge in e.
Positions of all 59 atoms, in Å:
N  -3.180  3.671  -0.313  -0.0285
H  1.988  2.087  -0.627  0.1047
C  2.585  1.431  0.004  -0.1203
N  -0.254  2.059  2.290  -0.0418
C  2.548  -0.250  1.603  -0.1834
H  5.781  0.580  0.891  0.0940
H  -4.424  -1.643  -0.290  0.1311
C  -3.020  -3.315  -0.714  -0.1224
N  0.728  2.088  3.231  -0.0700
C  0.023  -2.289  4.295  -0.2743
H  -4.172  -2.795  1.092  0.1118
H  0.522  -1.400  -5.232  0.0780
H  0.011  -1.979  -3.632  0.0549
C  -2.286  3.097  0.545  -0.4686
N  -0.002  0.412  -1.145  0.1294
C  -0.548  -1.437  3.319  -0.0525
C  -1.126  0.650  -4.196  -0.0499
C  -2.534  -1.436  0.629  -0.5079
C  2.157  -2.030  3.337  -0.2102
N  -3.162  2.843  -1.397  -0.1424
H  -3.556  -3.459  -1.646  0.0903
C  0.255  -0.838  2.375  -0.1247
H  1.438  1.122  -5.394  0.0812
N  -0.425  3.953  3.489  -0.0353
Fe  -0.212  0.506  0.805  0.6537
F  3.486  -2.365  3.275  -0.0053
C  0.316  0.238  -3.764  -0.5495
H  4.493  1.978  -0.792  0.0829
N  -1.696  1.999  0.019  -0.0428
C  0.649  -1.240  -4.146  -0.0450
H  2.395  0.940  -3.945  0.0868
C  1.374  1.213  -4.293  -0.0618
N  -2.053  3.604  1.790  0.1064
C  0.228  0.332  -2.278  -0.0828
C  3.980  1.393  -0.039  -0.0951
N  -2.276  1.848  -1.213  -0.0902
H  -1.833  -0.083  -3.761  0.0955
H  -1.175  0.591  -5.290  0.0740
C  4.691  0.588  0.843  -0.0860
H  -2.386  4.540  2.000  0.1292
N  -1.364  -1.637  -0.055  0.1260
F  -0.779  -2.854  5.224  0.0214
H  1.821  -3.334  5.021  0.1077
O  -2.668  -0.536  1.511  -0.0626
C  1.670  -1.069  2.429  -0.1426
O  -0.961  -2.947  -1.976  -0.0464
N  1.875  0.600  0.780  0.0207
C  1.367  -2.641  4.319  0.0238
H  -1.373  1.658  -3.825  0.0757
N  0.606  3.222  3.965  -0.1347
H  1.694  -1.479  -3.908  0.0815
C  3.964  -0.249  1.692  0.0002
H  -2.826  -4.333  -0.299  0.1146
C  -0.947  3.205  2.492  -0.4709
H  1.130  2.237  -4.031  0.0806
H  4.427  -0.915  2.412  0.0953
H  -1.618  -1.206  3.314  0.0907
C  -3.685  -2.323  0.217  -0.1245
C  -1.661  -2.604  -1.005  -0.4697

Cartesian forces (eV/Å) of the 2 atoms listed first:
N 1.027 -1.625 0.202
H 0.265 -0.050 0.027



Respective relative energy (zero: lowest compared OMol25 entry of this formula, charge and spin) values: 56.9; 45.6; 0.0; 0.0 kJ/mol.